No. 1
{
  "formula": "C34H58BBrF4GeN3OPtSi",
  "method": "wB97M-V/def2-TZVPD",
  "largest_force_ev_per_a": 0.97,
  "homo_ev": [-16.6, -16.6],
  "homo_lumo_gap_ev": [4.21, 4.21],
  "charge": 3,
  "total_energy_ev": -191925.8575,
  "elements": ["Pt", "Br", "Ge", "Si", "F", "F", "F", "F", "O", "N", "N", "N", "C", "C", "C", "C", "C", "C", "C", "C", "C", "C", "C", "C", "C", "C", "C", "C", "C", "C", "C", "C", "C", "C", "C", "C", "C", "C", "C", "C", "C", "C", "C", "C", "C", "C", "B", "H", "H", "H", "H", "H", "H", "H", "H", "H", "H", "H", "H", "H", "H", "H", "H", "H", "H", "H", "H", "H", "H", "H", "H", "H", "H", "H", "H", "H", "H", "H", "H", "H", "H", "H", "H", "H", "H", "H", "H", "H", "H", "H", "H", "H", "H", "H", "H", "H", "H", "H", "H", "H", "H", "H", "H", "H", "H"],
  "coordinates": [[3.66981, -0.54850, -0.94819], [1.63359, -1.58233, -1.65362], [-0.05940, 2.32472, 1.09893], [-3.07951, -3.06859, -0.77852], [2.13948, 1.67197, 3.10636], [1.62180, -0.57107, 2.91343], [1.21114, 0.87197, 1.12546], [3.38400, 0.30643, 1.74340], [3.23209, 1.39778, -1.33937], [5.19223, 0.39028, -0.23868], [4.67622, -2.15394, -0.30052], [5.25984, 1.65560, -0.23509], [2.97269, 4.17289, -1.73488], [5.06135, 4.42885, -0.47978], [-1.07357, 4.80476, -1.76671], [3.89839, 6.34504, -1.32171], [-4.65673, -2.98225, 1.39902], [-2.34263, 2.80232, 2.92862], [2.89963, 5.53591, -1.87542], [-3.82618, -0.70941, 0.75618], [4.37427, -3.42870, -0.38886], [-2.02399, -5.40906, 0.58768], [-3.44417, -2.19165, 0.83931], [5.20681, -4.42569, 0.16029], [-2.03628, 4.12753, -0.79955], [4.05782, 3.60339, -1.03407], [-2.24790, -2.31162, 1.80344], [-0.77089, 1.91009, -0.66326], [-1.34458, -5.05312, -1.77599], [4.12147, 2.18806, -0.90429], [6.36299, -4.07924, 0.82090], [4.97200, 5.79528, -0.62719], [-1.98332, 3.97521, 3.83710], [-3.09557, -0.81489, -2.48651], [-3.57989, -2.27427, -2.40012], [-0.92562, 4.91245, 3.26831], [-5.13058, -2.30869, -2.30914], [5.83776, -1.77539, 0.35886], [6.68085, -2.72746, 0.92628], [-1.15743, 1.86515, 2.62307], [7.25791, 0.22517, 1.13634], [-3.15026, -2.98744, -3.68721], [-2.48474, -4.84359, -0.76024], [-3.74895, -5.62380, -1.21484], [6.13011, -0.38423, 0.43254], [-2.10241, 2.60944, -0.95603], [2.16438, 0.53697, 2.36718], [3.83650, 7.41928, -1.43959], [-2.98733, -0.09115, 0.43074], [-2.07248, -2.93830, -3.84277], [-2.41731, 2.36763, -1.97535], [-5.52977, -1.79944, -3.19008], [-2.89533, 4.53727, 4.04422], [-5.52650, -3.32673, -2.32133], [-1.05001, -6.10469, -1.74002], [2.22094, 3.52676, -2.16773], [-4.45254, -4.04360, 1.54123], [-1.08552, 5.88593, -1.63316], [2.08010, 5.98606, -2.41797], [-3.62356, -2.47335, -4.52695], [7.57908, -2.41177, 1.43941], [-0.80199, 5.78850, 3.90359], [5.89092, 3.99386, 0.05733], [-0.46182, -4.45670, -1.52685], [-4.67710, -0.51236, 0.10609], [-1.63398, -4.83330, -2.79909], [-1.34698, 4.59414, -2.80209], [-0.87483, 0.82083, -0.69800], [-1.09290, -4.95366, 0.92550], [-5.54616, -2.88033, 0.77306], [-3.47853, -6.67911, -1.30270], [-4.12781, -5.30930, -2.18745], [-3.43685, -0.40308, -3.43962], [-2.51821, -1.82090, 2.74226], [0.05321, 4.43115, 3.20438], [-5.52665, -1.79213, -1.43401], [7.23984, -0.07349, 2.19015], [-0.04504, 4.46577, -1.61459], [-4.90497, -2.56971, 2.38037], [4.91343, -5.46136, 0.05132], [-2.87782, 2.21663, -0.29110], [-3.03682, 4.54262, -0.93038], [-3.11708, 2.21008, 3.41970], [-1.98899, -3.33878, 2.04203], [8.20132, -0.14871, 0.72089], [-3.46526, -4.02822, -3.73417], [-1.83714, -6.47721, 0.45453], [-1.75114, 4.37915, 0.23209], [-2.00432, -0.74404, -2.47759], [-2.76656, -5.31237, 1.37767], [-0.50209, 1.77517, 3.49165], [-3.49476, -0.18258, -1.69875], [-0.01536, 2.17117, -1.40713], [-2.79531, 3.17713, 2.00453], [-4.10773, -0.38126, 1.76048], [5.73285, 6.43838, -0.20840], [7.23168, 1.30677, 1.05961], [-1.35537, -1.80848, 1.41937], [-1.51592, 0.85752, 2.39037], [-4.56064, -5.56019, -0.48631], [3.45540, -3.67253, -0.90391], [0.95126, 3.46803, 1.16062], [7.01059, -4.83222, 1.24882], [-1.64066, 3.58430, 4.79869], [-1.20410, 5.27457, 2.27349]],
  "forces_ev_per_a": [[0.0634, 0.0190, -0.0706], [0.0513, -0.1274, -0.0283], [0.0010, 0.0165, -0.0220], [0.0075, 0.0271, -0.0333], [0.0098, 0.0009, -0.0080], [0.0154, 0.0073, -0.0124], [0.0515, 0.0178, -0.0053], [0.2358, 0.0574, 0.0725], [0.0979, 0.0636, 0.0527], [-0.6263, 0.5603, -0.4849], [-0.2710, -0.1330, -0.0561], [0.1619, -0.3098, 0.1580], [0.0120, -0.0229, -0.0060], [0.0034, 0.0013, 0.0008], [0.0104, 0.0015, 0.0068], [0.0109, 0.0093, 0.0063], [0.0020, 0.0024, 0.0070], [0.0060, -0.0010, -0.0094], [-0.0066, -0.0056, -0.0050], [0.0040, -0.0102, -0.0186], [-0.0602, 0.2499, -0.0893], [-0.0028, 0.0031, 0.0021], [0.0089, 0.0016, 0.0106], [0.0823, -0.0487, 0.0511], [-0.0013, 0.0074, 0.0088], [-0.0050, 0.0362, -0.0084], [0.0080, 0.0132, 0.0046], [-0.0074, -0.0261, 0.0129], [-0.0042, 0.0242, 0.0117], [-0.2133, -0.0087, -0.0899], [0.0754, 0.0483, 0.0377], [0.0060, -0.0037, 0.0022], [-0.0045, 0.0042, 0.0006], [0.0085, 0.0049, -0.0116], [-0.0126, 0.0039, 0.0068], [0.0054, -0.0018, 0.0010], [0.0002, -0.0006, -0.0076], [0.0260, 0.3844, 0.0153], [0.1087, -0.1970, 0.0822], [0.0360, -0.0221, 0.0018], [0.0017, 0.0046, -0.0528], [0.0054, -0.0087, 0.0087], [-0.0189, -0.0258, -0.0016], [0.0165, -0.0088, 0.0039], [0.4373, -0.5450, 0.3826], [-0.0047, 0.0091, -0.0027], [-0.2140, -0.0342, 0.0390], [-0.0002, -0.0003, -0.0005], [-0.0044, -0.0069, 0.0002], [0.0045, -0.0016, 0.0034], [-0.0076, -0.0034, 0.0030], [0.0015, 0.0025, 0.0006], [0.0023, 0.0061, -0.0072], [-0.0011, 0.0042, 0.0029], [-0.0057, -0.0051, 0.0028], [-0.0009, 0.0025, -0.0001], [0.0015, -0.0095, -0.0063], [-0.0015, 0.0029, -0.0054], [-0.0027, 0.0003, 0.0005], [-0.0021, 0.0021, 0.0000], [0.0149, -0.0181, 0.0102], [-0.0018, 0.0008, -0.0022], [-0.0035, 0.0030, 0.0055], [-0.0212, -0.0159, -0.0038], [-0.0130, -0.0091, -0.0060], [0.0025, 0.0073, -0.0031], [-0.0019, -0.0093, -0.0028], [-0.0074, 0.0173, -0.0054], [0.0025, -0.0010, -0.0049], [0.0003, 0.0015, 0.0021], [-0.0004, -0.0011, 0.0008], [0.0001, 0.0033, -0.0046], [-0.0045, -0.0018, 0.0019], [-0.0057, -0.0010, 0.0013], [0.0012, -0.0009, -0.0020], [-0.0020, 0.0153, 0.0196], [-0.0137, 0.0019, 0.0127], [0.0037, 0.0077, 0.0134], [0.0041, -0.0032, 0.0022], [0.0025, -0.0155, 0.0008], [0.0111, -0.0030, -0.0014], [0.0036, 0.0042, -0.0105], [-0.0010, -0.0095, 0.0021], [-0.0013, 0.0127, 0.0030], [0.0040, -0.0080, -0.0021], [-0.0023, -0.0046, 0.0016], [-0.0007, -0.0021, -0.0024], [-0.0099, -0.0061, 0.0047], [-0.0024, -0.0056, -0.0026], [-0.0077, -0.0026, 0.0018], [0.0000, -0.0002, 0.0185], [0.0055, 0.0056, 0.0047], [0.0011, -0.0186, -0.0020], [-0.0046, 0.0059, 0.0046], [0.0022, -0.0005, 0.0012], [0.0005, -0.0004, 0.0016], [0.0062, 0.0057, 0.0093], [-0.0067, -0.0050, -0.0022], [0.0039, -0.0004, -0.0071], [-0.0029, 0.0010, -0.0001], [-0.0413, 0.0167, -0.0252], [-0.0160, 0.0068, -0.0052], [0.0048, 0.0018, 0.0049], [-0.0071, -0.0040, 0.0050], [0.0029, -0.0038, 0.0043]]
}

***

No. 2
{
  "formula": "C34H58BaN2O4Si",
  "method": "wB97M-V/def2-TZVPD",
  "largest_force_ev_per_a": 8.72,
  "homo_ev": -6.1,
  "homo_lumo_gap_ev": 6.15,
  "total_energy_ev": -55935.6501,
  "elements": ["Ba", "Si", "O", "O", "O", "O", "N", "N", "C", "C", "C", "C", "C", "C", "C", "C", "C", "C", "C", "C", "C", "C", "C", "C", "C", "C", "C", "C", "C", "C", "C", "C", "C", "C", "C", "C", "C", "C", "C", "C", "C", "C", "H", "H", "H", "H", "H", "H", "H", "H", "H", "H", "H", "H", "H", "H", "H", "H", "H", "H", "H", "H", "H", "H", "H", "H", "H", "H", "H", "H", "H", "H", "H", "H", "H", "H", "H", "H", "H", "H", "H", "H", "H", "H", "H", "H", "H", "H", "H", "H", "H", "H", "H", "H", "H", "H", "H", "H", "H", "H"],
  "coordinates": [[-0.33567, 0.83273, 0.84497], [-1.64599, -2.01649, -1.31198], [2.67151, 4.15450, -0.29384], [3.09731, -2.24361, -1.25836], [1.50138, 2.26896, -0.28382], [2.77597, 0.04869, -1.28463], [-2.14069, 1.89821, 0.13910], [-1.63327, -0.35841, 2.22402], [2.79439, -3.01339, -2.43953], [-0.56048, 0.30988, 5.69159], [-1.16432, 0.48657, 4.45364], [0.18335, -0.82819, 5.97513], [-1.44295, 5.36304, -2.12165], [-1.84620, 3.04281, -0.61487], [5.33992, -0.12073, -1.55158], [2.67502, 0.35719, -2.70402], [3.26694, -2.85088, 0.04765], [1.79510, 3.43355, 0.14233], [0.31684, -1.81656, 5.00942], [-3.36420, 1.51137, 0.45625], [-0.42629, -0.83597, -0.77634], [-0.99558, -0.51169, 3.46348], [-1.97016, 4.48417, 1.50935], [-0.11788, -2.80827, 2.77276], [-3.47615, -1.63194, -1.18864], [-4.50723, 2.31717, -0.07958], [-1.99799, 1.70927, 4.20712], [-3.69954, 0.40053, 1.20498], [-1.55707, 5.43402, -0.74299], [-1.77847, 4.29109, 0.02927], [4.71556, -3.12692, 0.33037], [-1.43521, -3.66786, -0.46166], [2.70125, 1.83620, -3.01947], [-0.26626, -1.68518, 3.75262], [3.97543, -3.83167, -2.87002], [-3.58059, -1.61906, 2.68824], [-1.39754, -2.21374, -3.15503], [-2.93687, -0.46507, 1.99758], [-1.79054, 2.96386, -2.01676], [-1.57318, 4.13687, -2.74767], [-1.98252, 1.70693, -2.81089], [4.12250, 0.33902, -0.76818], [-0.49479, -2.77899, -3.39726], [4.19447, 1.42451, -0.66717], [1.15373, 3.81193, 1.02929], [-1.32235, -1.24029, -3.64813], [1.88255, 2.37322, -2.53271], [4.14920, -0.07405, 0.23972], [-4.63082, 2.17863, -1.16173], [-1.05682, 1.41943, -3.33588], [-0.87943, -3.58727, 2.94058], [-2.74508, 1.85404, -3.59384], [-1.75894, 2.16150, 3.23697], [-3.86521, -1.85657, -0.19282], [0.29360, -1.02779, 0.12614], [1.92909, -3.64204, -2.23476], [2.65048, -3.75028, 0.10303], [-1.02686, 4.37171, 2.06554], [2.67239, -1.26318, -1.23174], [5.17822, -3.79724, -0.39712], [3.63799, 2.32114, -2.72954], [3.46451, -0.17375, -3.25024], [4.88497, -3.22870, -2.96545], [4.17729, -4.65255, -2.17870], [-3.51852, -1.50798, 3.78078], [-4.04575, -2.26027, -1.88435], [-1.89752, -3.66312, 0.53029], [0.88666, -2.71780, 5.24904], [5.49012, 0.44178, -2.47810], [3.78084, -4.28476, -3.85050], [-4.41472, 3.39136, 0.10735], [-2.31798, 0.85089, -2.22026], [-2.70425, 3.79757, 1.93823], [-4.75245, 0.14953, 1.16056], [-0.41441, 0.25512, -1.20325], [5.30925, -1.18188, -1.80652], [-2.35801, 5.49230, 1.73761], [5.31054, -2.20712, 0.35664], [-1.90864, -4.47535, -1.03490], [2.50810, -2.31683, -3.22641], [0.64572, -0.95092, 6.95183], [-2.23657, -2.74962, -3.61239], [-0.38208, -3.93075, -0.33024], [-0.19828, -2.47979, 1.73391], [1.76480, -0.08650, -3.10573], [-5.46318, 2.02088, 0.38484], [-0.67757, 1.07158, 6.46672], [-1.27593, 6.26443, -2.70625], [-1.51508, 4.09246, -3.83879], [2.88604, -2.15052, 0.78892], [-3.06938, 1.46369, 4.19242], [-1.48433, 6.41212, -0.25948], [6.25373, 0.02918, -0.94933], [-3.71987, -0.59467, -1.43291], [4.81897, -3.59873, 1.31456], [-1.83829, 2.49214, 4.96835], [0.86888, -3.29087, 2.86324], [2.58476, 1.99657, -4.10245], [-3.07446, -2.55765, 2.41831], [-4.63895, -1.74090, 2.43576]],
  "forces_ev_per_a": [[6.6968, 4.5255, 3.2787], [0.4195, 0.0967, -0.6571], [0.6059, 0.8145, 0.0108], [0.1074, -1.0795, 0.1894], [0.0844, 0.4955, 0.4185], [0.9351, -0.1110, -0.7705], [-3.4772, 1.0075, -0.5645], [-2.1605, -0.6474, 2.5526], [-0.3316, -0.6606, -0.3237], [0.1623, 0.0131, 0.2643], [0.3270, -0.1020, 0.1566], [-0.0124, -0.0957, 0.0145], [0.0196, 0.0117, -0.0275], [-1.4543, 0.6048, -0.3250], [0.2438, -0.3412, -0.4041], [-0.1061, 0.2797, -0.6784], [-0.0764, -0.4966, 0.2272], [-0.6511, -0.6107, 0.2040], [0.2466, 0.0457, 0.2453], [0.7140, 1.7000, -1.1896], [1.3525, -0.6940, -0.9209], [-1.1520, -1.2351, 0.1693], [-0.1827, 0.0945, 0.4468], [0.1708, -0.3538, -0.3693], [-0.5289, -0.1390, 0.0227], [-1.3771, 0.1301, 0.0321], [-0.1720, 0.3581, -0.1660], [-0.4928, -1.4845, 0.8164], [0.0865, 0.0818, 0.1376], [0.2358, 0.7242, -0.3763], [0.7356, -0.1264, 0.1845], [-0.0051, -0.4400, 0.1748], [-0.1050, 0.4724, -0.2193], [0.3496, 0.4365, 0.3399], [0.5083, -0.4180, -0.2414], [-1.1082, -0.5324, 0.3683], [-0.3921, -0.5041, -0.6451], [0.6733, -0.0415, 0.5665], [0.2775, 0.6402, -0.2553], [0.1339, -0.0518, -0.0518], [-0.2378, -0.5584, -0.3428], [-0.0929, 0.9666, 0.3110], [0.1477, 0.0443, 0.0540], [-0.3402, -0.0408, 0.1338], [0.4784, -0.1996, -0.6198], [0.0118, 0.0162, 0.0773], [0.2578, -0.2256, 0.1378], [-0.2316, -0.0655, -0.0053], [0.2169, 0.0568, 0.1249], [-0.2020, 0.0512, 0.2353], [0.2007, 0.2147, -0.1275], [0.2364, 0.0738, 0.2351], [-0.1563, -0.1023, 0.0950], [-0.0021, 0.1689, -0.0376], [-1.1179, -0.8934, -2.7566], [-0.1133, 0.0388, 0.1198], [-0.0225, 0.0373, -0.1697], [-0.1945, -0.0603, -0.1173], [0.0557, 1.4252, -0.0295], [-0.1406, 0.0629, 0.0626], [-0.1399, -0.0667, 0.0843], [0.2531, 0.1076, 0.2454], [-0.1875, -0.0220, 0.0235], [-0.0108, 0.0595, -0.0420], [0.1147, -0.0132, -0.2263], [0.1500, -0.0167, -0.0309], [0.0302, -0.0118, -0.0588], [-0.1546, 0.1996, -0.1247], [-0.1111, -0.0237, 0.1467], [-0.0783, 0.1411, 0.2170], [0.3288, -0.1415, -0.1040], [0.1630, 0.1933, 0.0242], [0.1453, -0.1284, -0.0814], [0.0609, -0.0656, 0.0259], [0.3699, -2.9226, -0.4064], [0.0016, 0.0475, -0.0150], [0.3008, -0.3099, -0.2672], [-0.2005, -0.1220, -0.0355], [0.0363, 0.1381, 0.0484], [0.0167, 0.2291, 0.3552], [-0.0773, 0.0243, -0.1670], [0.0128, 0.0093, -0.1475], [0.0358, -0.0202, -0.0082], [-0.2286, 0.0427, 0.1105], [-0.3940, 0.0001, 0.6577], [0.4071, -0.0242, -0.1762], [-0.0077, -0.1579, -0.2849], [-0.0180, -0.1482, 0.1023], [-0.0459, -0.1071, 0.3139], [-0.2390, 0.1810, -0.2538], [0.1989, 0.0918, -0.0734], [-0.0481, -0.3531, -0.0400], [-0.5135, 0.0660, -0.0498], [-0.0038, -0.0660, 0.1116], [-0.1445, 0.0777, -0.1381], [0.0006, -0.4624, -0.1906], [-0.2891, 0.0962, 0.1811], [0.1152, -0.3290, 0.1759], [-0.0025, 0.3336, 0.0722], [0.0987, 0.0954, 0.0106]]
}

***

- Number 1 is which compound?
  C34H58BBrF4GeN3OPtSi